{
  "formula": "C34H66AsCdN3OSi4Te",
  "method": "ωB97M-V/def2-TZVPD",
  "symbols": ["Cd", "C", "C", "N", "N", "C", "O", "C", "C", "C", "C", "C", "C", "C", "C", "C", "C", "C", "N", "H", "H", "H", "H", "H", "H", "H", "H", "H", "H", "H", "H", "C", "Si", "C", "C", "C", "C", "C", "C", "C", "C", "H", "H", "H", "H", "H", "H", "H", "H", "H", "H", "H", "H", "H", "H", "H", "H", "H", "H", "H", "H", "H", "C", "Te", "C", "H", "H", "H", "H", "H", "H", "C", "Si", "C", "C", "As", "Si", "C", "C", "C", "Si", "C", "C", "C", "H", "H", "H", "H", "H", "H", "H", "H", "H", "H", "H", "H", "H", "H", "H", "H", "H", "H", "H", "H", "H", "H", "H", "H", "H", "H", "H"],
  "coordinates": [[0.4530, 0.0682, -0.5802], [5.0298, -1.1331, -0.1820], [3.6445, -0.7970, -0.6456], [2.6747, -0.5110, 0.1439], [2.9392, -0.4946, 1.4793], [1.8331, -0.4226, 2.2032], [0.6395, -0.4122, 1.7929], [2.0712, -0.3415, 3.6860], [0.9790, -0.3497, 4.5450], [1.1563, -0.2656, 5.9180], [2.4354, -0.1689, 6.4461], [3.5321, -0.1588, 5.5937], [3.3525, -0.2460, 4.2224], [3.3479, -0.8224, -2.0982], [4.3257, -1.2118, -3.0161], [4.0181, -1.2510, -4.3638], [2.7412, -0.9030, -4.7726], [1.8319, -0.5281, -3.7980], [2.1169, -0.4850, -2.5024], [5.0790, -1.0394, 0.8974], [5.7659, -0.4647, -0.6347], [5.2945, -2.1558, -0.4606], [-0.0082, -0.4163, 4.1125], [0.2966, -0.2711, 6.5772], [2.5785, -0.0995, 7.5171], [4.5321, -0.0808, 6.0011], [4.1974, -0.2386, 3.5484], [5.3140, -1.4802, -2.6747], [4.7673, -1.5516, -5.0850], [2.4512, -0.9205, -5.8136], [0.8219, -0.2431, -4.0713], [2.1245, 3.0088, -0.0693], [0.3350, 2.6122, -0.5692], [0.0772, 3.5323, -2.2582], [0.8821, 4.8367, -2.3097], [0.5896, 2.6145, -3.3696], [-1.3867, 3.8596, -2.5637], [-0.7679, 3.3664, 0.8279], [-0.2214, 2.8643, 2.1713], [-0.7270, 4.8979, 0.8551], [-2.2237, 2.9070, 0.7103], [2.2862, 4.0649, 0.1637], [2.8065, 2.7369, -0.8810], [2.4187, 2.4142, 0.7984], [1.9532, 4.6583, -2.2065], [0.5848, 5.5333, -1.5243], [0.7206, 5.3359, -3.2729], [1.6202, 2.2961, -3.1950], [0.5550, 3.1290, -4.3382], [-0.0274, 1.7136, -3.4407], [-1.7980, 4.6023, -1.8785], [-2.0216, 2.9728, -2.5129], [-1.4721, 4.2704, -3.5775], [0.7778, 3.2564, 2.3718], [-0.1645, 1.7763, 2.2135], [-0.8753, 3.2019, 2.9856], [0.2972, 5.2701, 0.9310], [-1.2727, 5.2689, 1.7316], [-1.1832, 5.3498, -0.0272], [-2.2893, 1.8147, 0.6988], [-2.7061, 3.2802, -0.1953], [-2.8043, 3.2667, 1.5700], [-0.0089, -3.2655, -2.7882], [-0.4649, -2.5820, -0.7969], [-4.5945, -3.6783, 0.0263], [0.0625, -2.4377, -3.4873], [-0.7828, -3.9514, -3.1236], [0.9456, -3.7837, -2.7571], [-4.5720, -4.2409, 0.9566], [-5.5866, -3.7429, -0.4133], [-3.8457, -4.0846, -0.6517], [-7.5504, -1.9133, 0.7153], [-6.1563, -0.7516, 1.1732], [-6.3305, 0.9522, 0.4165], [-6.2246, -0.4178, 3.0135], [-4.1015, -1.8095, 0.3614], [-3.9828, -0.9838, -1.9067], [-2.9378, -1.8500, -3.1702], [-3.5151, 0.8053, -1.8237], [-5.7393, -1.3667, -2.4633], [-2.8194, -1.9982, 2.4087], [-1.2054, -2.8935, 2.4466], [-4.0321, -3.0923, 3.3533], [-2.6176, -0.2639, 3.0371], [-8.4989, -1.4898, 1.0540], [-7.4314, -2.8846, 1.1997], [-7.6223, -2.0818, -0.3595], [-7.2720, 1.3714, 0.7831], [-6.3475, 0.9934, -0.6683], [-5.5286, 1.6056, 0.7681], [-7.2404, -0.0653, 3.2177], [-5.5485, 0.3870, 3.2967], [-6.0370, -1.2683, 3.6591], [-1.9048, -1.5158, -3.1409], [-3.3834, -1.5798, -4.1342], [-2.9494, -2.9363, -3.0818], [-2.5075, 0.8924, -1.4042], [-4.1890, 1.4291, -1.2373], [-3.4758, 1.1957, -2.8440], [-5.8640, -2.4512, -2.5216], [-5.8750, -0.9780, -3.4758], [-6.5376, -0.9708, -1.8458], [-1.2178, -3.8418, 1.9114], [-1.0418, -3.0977, 3.5125], [-0.3779, -2.2832, 2.0859], [-5.0564, -3.0989, 2.9872], [-4.0539, -2.7891, 4.4030], [-3.6627, -4.1193, 3.3183], [-1.7643, 0.1912, 2.5287], [-2.3762, -0.3016, 4.1023], [-3.4849, 0.3771, 2.9112]],
  "e_above_lowest_kcal_mol": 11.8,
  "homo_lumo_gap_ev": 6.6807,
  "lumo_energy_ev": 0.2
}